Entry 1:
9
Properties=species:S:1:pos:R:3:lowdin_charge:R:1 method="wB97M-V/def2-TZVPD" e_above_lowest_kj_mol=45.2 total_charge=-1 e_homo_ev=-4.7 e_tot_ev=-14923.235 molar_mass_g_mol=99.149
C 0.3557 -0.2374 -0.0893 -0.6382
N 1.4863 0.3372 -0.5391 -0.1127
N 0.6794 -1.1404 0.8855 -0.1222
N 2.4607 -0.2483 0.1635 -0.1838
N 1.9575 -1.0930 1.0049 -0.1984
Si -1.4181 0.4969 -0.4280 0.5996
H -1.2598 1.8877 -0.0906 -0.1175
H -2.1741 -0.0987 0.7423 -0.0965
H -2.0875 0.0959 -1.6493 -0.1305



Entry 2:
116
Properties=species:S:1:pos:R:3:lowdin_charge:R:1 method="wB97M-V/def2-TZVPD" total_charge=+1 spin_multiplicity=3 e_homo_ev="-10.5 / -10.5" e_tot_ev=-109381.328 molar_mass_g_mol=769.564
Ni -0.2811 2.0121 -0.1766 0.7718
C -1.9291 2.8391 2.7125 -0.0582
C -1.9630 1.3989 3.2043 -0.3451
C -0.8950 1.1518 4.2765 -0.0544
C -1.8237 0.3916 2.0966 -0.2480
C -2.1711 -0.9496 2.2458 0.0287
C -1.9512 -1.5520 1.0207 -0.1974
C -2.0475 -3.0411 0.8482 -0.3323
C -0.6667 -3.6203 0.5235 -0.0605
C -3.1162 -3.5559 -0.1151 -0.0538
N -1.5053 -0.5949 0.1768 0.0543
N -1.4002 0.5779 0.8432 0.0591
B -1.3648 -0.6529 -1.3719 -0.4850
N -2.1746 0.5393 -1.9620 0.0784
N -1.7450 1.7657 -1.6087 0.0425
C -2.5276 2.6843 -2.1791 -0.2523
C -3.4912 2.0259 -2.9233 0.0404
C -3.2484 0.6647 -2.7738 -0.1624
C -4.1416 -0.3135 -3.4908 -0.3410
C -4.1570 -1.7668 -3.0388 -0.0623
C -3.8865 -0.2257 -5.0034 -0.0461
C -2.3161 4.1478 -1.9960 -0.3396
C -1.0095 4.5495 -2.6807 -0.0505
C -2.2811 4.4395 -0.4995 -0.0550
N 0.1179 -0.4270 -1.7712 0.0639
N 0.8074 0.6274 -1.2855 0.0527
C 2.0311 0.6086 -1.8204 -0.2638
C 2.1311 -0.4991 -2.6532 0.0415
C 0.8976 -1.1234 -2.6238 -0.1868
C 0.5546 -2.2201 -3.5917 -0.3393
C 0.1015 -3.5522 -3.0014 -0.0468
C -0.4440 -1.6796 -4.6167 -0.0428
C 3.1225 1.6153 -1.6380 -0.3452
C 2.5834 3.0238 -1.8668 -0.0497
C 3.7788 1.4511 -0.2684 -0.0586
H -1.8204 3.5269 3.5488 0.0876
H -1.0869 2.9745 2.0349 0.0236
H -2.8453 3.0844 2.1817 0.0802
H -2.9390 1.2144 3.6718 0.1448
H 0.0958 1.3422 3.8752 0.0422
H -1.0614 1.8060 5.1297 0.0813
H -0.9428 0.1243 4.6262 0.0732
H -2.5441 -1.4251 3.1312 0.1198
H -2.3409 -3.4125 1.8385 0.1355
H -0.1865 -3.0404 -0.2579 0.0505
H -0.0385 -3.5893 1.4103 0.0578
H -0.7591 -4.6543 0.2005 0.0871
H -2.8396 -3.4134 -1.1531 0.0440
H -3.2595 -4.6214 0.0525 0.0853
H -4.0649 -3.0596 0.0709 0.0845
H -1.7434 -1.6815 -1.7736 0.0955
H -4.2772 2.4820 -3.4881 0.1206
H -5.1506 0.0797 -3.3158 0.1424
H -3.2629 -2.2956 -3.3545 0.0647
H -4.2580 -1.8295 -1.9608 0.0640
H -5.0119 -2.2694 -3.4880 0.0894
H -2.8929 -0.5832 -5.2541 0.0613
H -4.6109 -0.8351 -5.5385 0.0850
H -3.9760 0.7992 -5.3534 0.0771
H -3.1472 4.6921 -2.4552 0.1453
H -0.2097 3.8944 -2.3396 0.0449
H -1.0943 4.4653 -3.7609 0.0879
H -0.7436 5.5713 -2.4270 0.0819
H -1.5080 3.7965 -0.0429 0.0204
H -2.0201 5.4761 -0.3077 0.0897
H -3.2424 4.2100 -0.0428 0.0905
H 2.9887 -0.7916 -3.2216 0.1167
H 1.4939 -2.4207 -4.1207 0.1362
H -0.8631 -3.4791 -2.5141 0.0523
H 0.0304 -4.2845 -3.8022 0.0865
H 0.8293 -3.9132 -2.2803 0.0663
H -1.3477 -1.3549 -4.1156 0.0386
H -0.0151 -0.8289 -5.1418 0.0948
H -0.6907 -2.4463 -5.3472 0.0905
H 3.8791 1.4084 -2.4027 0.1396
H 1.6634 3.1671 -1.2973 0.0160
H 3.3103 3.7759 -1.5645 0.0886
H 2.3542 3.1752 -2.9197 0.0930
H 3.0257 1.5029 0.5061 0.0191
H 4.2677 0.4834 -0.2004 0.0796
H 4.5210 2.2264 -0.1075 0.0806
C 3.2078 4.2588 3.8506 -0.0147
N 2.3939 4.1377 2.6707 -0.0860
C 2.0004 5.2438 1.8417 -0.0162
C 1.1172 4.5442 0.8076 -0.4669
O 0.5850 5.0723 -0.1327 0.0733
N 1.0621 3.2068 1.1261 0.1139
C 1.8340 3.0137 2.1970 -0.4037
N 2.0305 1.8300 2.7725 0.1908
H 3.3110 5.3134 4.0928 0.1004
H 4.2038 3.8382 3.6937 0.0993
H 2.7386 3.7580 4.6991 0.0975
H 2.8542 5.7288 1.3604 0.1473
H 1.4266 6.0007 2.3849 0.1475
H 1.7139 0.9865 2.2954 -0.0537
H 2.7755 1.7368 3.4416 0.1186
C 3.0147 -5.1914 0.0606 -0.0680
C 3.2509 -4.6339 1.4578 -0.2395
N 3.0541 -3.1948 1.4290 -0.0015
C 2.2807 -2.4286 2.2103 -0.8188
S 1.6260 -1.0463 1.5196 0.7508
N 2.0017 -2.7087 3.4910 0.0004
C 2.7459 -3.4996 4.4545 -0.2332
C 1.8021 -4.3524 5.2909 -0.0755
H 3.1308 -6.2695 0.0626 0.0814
H 3.7310 -4.7723 -0.6407 0.0813
H 2.0083 -4.9527 -0.2728 0.0584
H 4.2737 -4.8624 1.7808 0.1180
H 2.5451 -5.0816 2.1601 0.1145
H 3.1901 -2.7916 0.5114 0.1062
H 1.3519 -2.0553 3.9081 0.1178
H 3.3006 -2.8158 5.1110 0.1229
H 3.4715 -4.1195 3.9330 0.1005
H 1.0821 -3.7231 5.8052 0.0734
H 2.3678 -4.8991 6.0367 0.0772
H 1.2629 -5.0610 4.6696 0.0736



Entry 3:
15
Properties=species:S:1:pos:R:3:lowdin_charge:R:1 method="wB97M-V/def2-TZVPD" e_above_lowest_kj_mol=317.3 smiles=C[C@H](O)[C@@H](N)O total_charge=0 e_homo_ev=-9.5 e_tot_ev=-8839.667 molar_mass_g_mol=91.110
C 0.2390 0.2330 -1.6127 -0.0487
C 0.5064 0.8220 -0.2484 -0.4289
O 1.8522 0.8709 0.0423 -0.0735
C -0.2125 -0.2661 0.9933 -0.4135
N -1.6218 -0.1228 0.8705 0.0611
O 0.2149 -1.5927 0.7428 -0.0319
H 0.6469 -0.7730 -1.6852 0.0809
H 0.7604 0.8611 -2.3366 0.0873
H -0.8217 0.2296 -1.8564 0.0753
H -0.0452 1.7558 -0.0745 0.1336
H 1.3044 0.6600 1.0085 0.1637
H 0.0522 0.0144 2.0300 0.1442
H -2.1076 -0.6788 1.5658 0.0825
H -1.9395 -0.4331 -0.0406 0.0746
H 1.1719 -1.5802 0.6011 0.0932



Entry 4:
40
Properties=species:S:1:pos:R:3:lowdin_charge:R:1 method="wB97M-V/def2-TZVPD" e_above_lowest_kj_mol=12.0 smiles="CCCCc1nc(C(N)=O)c2[nH]c(=O)n(-c3ccccc3F)c2n1" total_charge=0 e_homo_ev=-8.8 e_tot_ev=-31117.159 molar_mass_g_mol=329.335
C 1.0717 2.9573 0.6685 -0.1234
C 0.2074 3.7640 -0.2911 -0.2673
C -0.7442 2.8860 -1.1036 -0.2090
C -1.8524 2.2392 -0.2570 -0.1273
C -1.7324 0.7511 -0.1404 -0.3252
N -2.8611 0.0633 -0.1291 0.1607
C -2.8251 -1.2716 -0.0166 -0.1174
C -4.0985 -2.0491 -0.0031 -0.4878
N -5.1928 -1.2800 -0.1204 0.1799
O -4.1032 -3.2608 0.1077 0.0613
C -1.6016 -1.9028 0.0839 -0.0869
N -1.1704 -3.1905 0.2068 0.2109
C 0.2070 -3.2264 0.2721 -0.4368
O 0.9102 -4.1838 0.4345 0.1238
N 0.6333 -1.8884 0.1595 0.1241
C 1.9806 -1.4801 0.1621 -0.1206
C 2.4146 -0.4858 1.0286 -0.0104
C 3.7410 -0.0946 1.0292 -0.0792
C 4.6485 -0.7008 0.1762 -0.0740
C 4.2287 -1.6859 -0.7005 0.0015
C 2.8981 -2.0605 -0.7098 -0.1997
F 2.4815 -2.9705 -1.6058 0.0937
C -0.4550 -1.0712 0.0641 -0.1737
N -0.5010 0.2353 -0.0446 0.2284
H 1.7359 3.6137 1.2267 0.0696
H 0.4541 2.4084 1.3737 0.0580
H 1.6722 2.2375 0.1182 0.0605
H -0.3703 4.5064 0.2655 0.1052
H 0.8564 4.3054 -0.9833 0.1034
H -0.1640 2.1024 -1.5919 0.1024
H -1.2037 3.4976 -1.8821 0.1043
H -1.8275 2.6525 0.7547 0.1182
H -2.8398 2.4539 -0.6660 0.1097
H -6.1098 -1.6921 -0.1254 0.1179
H -5.0667 -0.2847 -0.2058 0.0923
H -1.7860 -3.9891 0.2504 0.1640
H 1.7007 -0.0232 1.6907 0.1152
H 4.0665 0.6820 1.7035 0.1060
H 5.6853 -0.4022 0.1858 0.1065
H 4.9119 -2.1619 -1.3857 0.1208



Entry 5:
88
Properties=species:S:1:pos:R:3:lowdin_charge:R:1 method="wB97M-V/def2-TZVPD" e_above_lowest_kj_mol=542.6 total_charge=-1 e_homo_ev="-1.0 / -1.1" e_tot_ev=-61426.939 molar_mass_g_mol=520.182
Al 0.8899 0.5853 0.1880 -0.1483
Cl 2.0254 -0.7868 1.2087 0.2586
P 0.8220 0.9389 -2.0878 1.0321
C -1.5541 -1.8518 -0.7666 -0.2274
H -2.2757 -1.0175 -0.8035 0.0471
H -0.5919 -2.3221 -0.6395 0.0231
C 2.5429 1.2224 -2.7640 -0.4399
C -0.1729 2.5231 -2.1589 -0.4283
C 2.6526 1.2011 -4.2659 -0.2147
H 2.7588 2.2227 -2.4021 0.1079
C 4.0931 1.6154 -4.6819 -0.1971
H 2.4538 0.1909 -4.6704 0.1039
H 1.9433 1.8779 -4.7578 0.0938
C 5.1694 0.7585 -4.0156 -0.2131
H 4.1932 1.5521 -5.7726 0.1038
H 4.2443 2.6672 -4.4081 0.1093
C 4.9652 0.6071 -2.4936 -0.1937
H 5.1670 -0.2433 -4.4691 0.1098
H 6.1617 1.1928 -4.2072 0.1023
C 3.5118 0.2341 -2.1314 -0.2334
H 5.6603 -0.1469 -2.1020 0.1063
H 5.2164 1.5648 -2.0089 0.1117
H 3.3082 -0.7875 -2.4944 0.1119
H 3.4227 0.1887 -1.0290 0.0492
C -0.0582 -0.3532 -3.1251 -0.4148
C -1.6573 2.2428 -1.9276 -0.2099
H 0.1979 3.0645 -1.2821 0.0751
C -2.3818 3.5798 -1.7238 -0.1838
H -2.0960 1.7052 -2.7746 0.1070
H -1.8060 1.6185 -1.0364 0.0941
C -2.1555 4.5544 -2.9068 -0.2051
H -3.4569 3.4064 -1.5774 0.1094
H -1.9944 4.0470 -0.7972 0.0992
C -0.6934 4.7044 -3.2975 -0.2085
H -2.7355 4.1856 -3.7640 0.1077
H -2.5793 5.5349 -2.6412 0.1034
C 0.0791 3.3887 -3.3997 -0.2037
H -0.6253 5.2329 -4.2590 0.1061
H -0.1919 5.3435 -2.5574 0.1113
H -0.2248 2.8435 -4.3182 0.1031
H 1.1533 3.5998 -3.5144 0.1024
C 0.7547 -1.6708 -3.2287 -0.2047
H -0.9358 -0.5813 -2.4937 0.0591
C -0.1504 -2.7561 -3.7751 -0.2120
H 1.6143 -1.5209 -3.8816 0.0887
H 1.1470 -1.9613 -2.2278 0.1103
C -0.7625 -2.3903 -5.1301 -0.1918
H 0.4075 -3.6848 -3.8748 0.1043
H -0.9494 -2.9523 -3.0419 0.0707
C -1.4430 -0.9996 -5.1063 -0.1931
H 0.0194 -2.3961 -5.9048 0.1033
H -1.4962 -3.1480 -5.4303 0.1027
C -0.5486 0.0812 -4.5074 -0.2154
H -1.7418 -0.7194 -6.1189 0.0988
H -2.3669 -1.0676 -4.5133 0.1166
H 0.3107 0.2644 -5.1846 0.1018
H -1.1036 1.0236 -4.4582 0.0787
C -1.5144 -4.4132 -0.9303 -0.0527
C -2.4134 -2.9910 -1.0099 -0.4304
H -1.1132 -4.7676 -1.9915 0.1029
C -3.3119 -3.0017 0.2278 -0.1808
H -2.8485 -2.8717 -1.8962 0.0442
C -2.3371 -3.1303 1.4880 -0.2216
H -3.7555 -2.0484 0.2304 0.0725
H -4.0250 -3.7402 0.3098 0.0601
C -1.6314 -4.4488 1.5033 -0.2101
H -1.6087 -2.3160 1.3832 0.0778
H -2.9092 -2.9654 2.3821 0.0828
C -0.8075 -4.7677 0.2059 -0.2857
H -0.9715 -4.5097 2.3939 0.1012
H -2.3669 -5.2710 1.6127 0.1015
H 0.1519 -4.2384 0.2958 0.1115
H -0.5644 -5.8177 0.1722 0.0938
C 1.3917 4.4196 3.0949 -0.0595
C 0.0374 4.3688 2.3814 -0.6858
C -1.0682 4.3035 3.4097 -0.0704
C -0.1175 5.6319 1.5286 -0.0678
C -0.0154 3.2347 1.5207 -0.1301
C 0.0895 2.1552 0.8988 -0.1251
H 1.4652 5.3263 3.7351 0.0846
H 2.2218 4.4380 2.3633 0.0900
H 1.5459 3.5394 3.7407 0.0899
H -1.0472 5.1959 4.0705 0.0846
H -2.0603 4.2526 2.9255 0.0905
H -0.9496 3.4054 4.0405 0.0921
H 0.7001 5.6926 0.7827 0.0882
H -1.0852 5.6530 0.9806 0.0809
H -0.0759 6.5421 2.1716 0.0849



Entry 6:
18
Properties=species:S:1:pos:R:3:lowdin_charge:R:1 method="wB97M-V/def2-TZVPD" e_above_lowest_kj_mol=382.2 smiles="C=C=C(C)C.C=C=O" total_charge=0 e_homo_ev=-8.8 e_tot_ev=-9464.600 molar_mass_g_mol=110.156
C -0.3015 -1.9815 -0.9882 0.0062
C 0.1732 -0.8217 -0.5687 -0.1220
C 0.7410 0.2419 -0.0081 -0.3583
C 1.0595 0.3763 1.4001 -0.1028
C 1.1528 1.4032 -0.9944 -0.0169
H -1.2402 -2.3748 -1.5272 0.0971
H 0.5483 -2.5773 -1.3776 0.0587
H 0.5215 -0.2479 2.1680 0.0962
H 0.8031 1.4578 1.7662 0.1126
H 2.1336 0.3719 1.6063 0.0786
H 2.0459 1.1367 -1.5247 0.0716
H 1.1910 2.3475 -0.5701 0.0468
H 0.3863 1.4726 -1.7428 0.0573
C -2.4665 0.0641 0.6639 0.0224
C -2.2924 0.2960 -0.5775 -0.3381
O -2.0306 0.5890 -1.6768 0.1491
H -1.4796 0.2639 1.0800 0.0514
H -3.3043 -0.4002 1.2236 0.0901